DFT (ωB97M-V/def2-TZVPD) results for a cluster of 4 separate species, C15H31BN4O6P in total in a non-equilibrium geometry.

Geometry as XYZ:
```
58
Properties=species:S:1:pos:R:3:nbo_charge:R:1
P -5.620 -0.002 0.778 2.1737
O -6.631 0.673 -0.159 -1.0765
O -6.121 -1.650 0.844 -0.9758
O -5.809 0.742 2.284 -0.9820
O -4.007 1.340 -0.762 -0.6913
O -2.750 1.863 1.122 -0.7594
O -1.564 -1.293 2.539 -0.5438
N 5.399 0.489 -6.130 -0.3616
N 3.223 -1.660 3.148 -0.3330
N 2.912 0.496 1.251 -0.8816
N 3.255 -0.085 -1.478 -0.3695
C 4.146 -1.229 3.703 0.2972
C 2.349 1.748 0.608 -0.2162
C 0.997 1.448 -0.258 -0.4300
C -2.640 -0.360 2.347 -0.1025
C 3.878 1.123 -3.757 -0.7221
C -1.735 -2.482 1.761 -0.0759
C -2.478 -3.669 2.538 -0.6578
C 3.528 0.443 -2.477 0.3208
C -2.613 0.431 0.974 0.2263
C -3.890 0.161 0.016 -0.2353
C 5.334 -0.675 4.413 -0.7096
C -1.389 0.259 -0.022 -0.4085
C 3.478 0.219 -7.941 -0.7147
C 4.558 0.371 -6.925 0.3148
C 0.045 0.533 0.619 -0.4120
B -3.759 2.457 0.214 0.4090
H 2.979 1.265 -4.357 0.2399
H -3.041 -3.310 3.460 0.2165
H -1.769 -4.519 2.766 0.2087
H 0.501 2.434 -0.505 0.2095
H -1.467 0.923 -0.943 0.2401
H -4.955 1.010 2.671 0.5054
H -2.562 0.401 3.192 0.2127
H 3.784 0.683 -8.878 0.2545
H -1.407 -0.811 -0.428 0.1753
H -3.621 -0.917 2.532 0.1567
H -3.737 -0.812 -0.562 0.2065
H -0.108 0.923 1.672 0.2072
H 2.852 -0.251 0.542 0.3842
H -3.285 -4.058 1.835 0.2058
H 5.470 -1.189 5.364 0.2420
H 2.138 2.452 1.480 0.1830
H 2.565 0.698 -7.585 0.2594
H 2.392 0.262 2.096 0.3646
H 4.325 2.095 -3.549 0.2507
H 4.592 0.515 -4.322 0.2794
H -6.126 -1.891 1.790 0.4780
H -4.812 2.720 0.756 -0.1397
H -0.684 -2.835 1.490 0.1903
H 1.260 0.843 -1.181 0.2036
H 0.555 -0.479 0.742 0.1977
H -3.497 3.464 -0.371 -0.1230
H 3.136 2.276 -0.022 0.1706
H 5.190 0.390 4.599 0.2539
H 3.280 -0.839 -8.115 0.2577
H -2.268 -2.325 0.776 0.1769
H 6.227 -0.812 3.802 0.2493
```

Properties
charge	-1
LUMO level	1.69	eV
DFT total energy	-1626.85182	Eh
F_max	0.1000	hartree/bohr